[1]
{"formula": "C28H18MgN4O2", "method": "wB97M-V/def2-TZVPD", "multiplicity": 1, "orbital_gap_ev": 6.60, "max_force_ev_per_a": 3.354, "total_charge": 0, "homo_ev": -6.90, "species": ["Mg", "C", "C", "N", "C", "C", "C", "C", "C", "C", "C", "N", "C", "C", "C", "C", "C", "C", "C", "C", "N", "C", "H", "H", "H", "H", "H", "H", "H", "H", "H", "H", "H", "H", "O", "C", "O", "C", "C", "C", "C", "C", "C", "C", "C", "C", "N", "H", "H", "H", "H", "H", "H"], "coordinates": [[-0.06282, -0.00198, 1.90457], [4.20968, -0.43692, 1.11955], [2.97239, -0.33639, 1.83844], [1.97586, 0.43666, 1.51704], [2.10457, 1.30650, 0.44601], [3.25820, 1.26462, -0.33253], [4.31396, 0.35559, 0.00600], [3.36365, 2.03307, -1.45714], [2.28024, 2.84478, -1.80657], [1.14135, 2.99180, -1.00795], [0.99719, 2.18674, 0.18531], [-0.06828, 1.95448, 0.99539], [-1.26350, 2.58768, 0.80283], [-1.47951, 3.97292, 0.54389], [-2.76062, 4.39720, 0.11057], [-3.82272, 3.54911, -0.03102], [-3.67033, 2.16238, 0.28474], [-4.73397, 1.23840, 0.36866], [-4.51096, 0.00787, 0.92272], [-3.21456, -0.39496, 1.26864], [-2.20124, 0.44908, 1.18296], [-2.44127, 1.71113, 0.74033], [4.93638, -1.21368, 1.37991], [2.79644, -0.96655, 2.71449], [5.21010, 0.28196, -0.56533], [4.27746, 1.95434, -2.14581], [2.31523, 3.44859, -2.73847], [0.34292, 3.58322, -1.32754], [-0.63128, 4.66456, 0.68483], [-2.94174, 5.43746, -0.08674], [-4.78300, 3.92538, -0.35212], [-5.73499, 1.56473, 0.02672], [-5.31963, -0.66486, 1.06584], [-3.03530, -1.36501, 1.64017], [-0.80457, -3.40314, 3.65924], [-0.48291, -2.49764, 2.89054], [-0.24999, -1.31024, 3.23615], [-0.26172, -2.84979, 1.43686], [-0.18733, -4.22099, 1.13220], [0.10753, -4.57195, -0.19258], [0.34109, -3.56737, -1.15536], [0.77809, -3.82346, -2.49153], [1.08415, -2.79833, -3.32283], [1.05424, -1.42762, -2.87115], [0.67421, -1.15856, -1.59879], [0.32145, -2.19868, -0.71046], [-0.05733, -1.89404, 0.56624], [-0.36416, -4.95046, 1.94145], [0.08080, -5.62326, -0.47472], [0.81541, -4.85299, -2.84382], [1.43656, -3.00106, -4.31312], [1.34345, -0.63442, -3.55688], [0.55116, -0.14594, -1.22983]], "nbo_charge": [1.79, -0.27, 0.08, -0.59, 0.16, -0.11, -0.11, -0.26, -0.17, -0.32, 0.19, -0.82, 0.30, -0.31, -0.18, -0.24, -0.09, -0.11, -0.27, 0.07, -0.53, 0.11, 0.23, 0.20, 0.22, 0.21, 0.21, 0.22, 0.23, 0.21, 0.21, 0.22, 0.22, 0.20, -0.64, 0.73, -0.90, 0.11, -0.22, -0.13, -0.12, -0.18, -0.21, -0.18, -0.23, 0.25, -0.56, 0.27, 0.22, 0.22, 0.22, 0.22, 0.23]}

[2]
{"formula": "CHF2O3S", "method": "wB97M-V/def2-TZVPD", "multiplicity": 1, "orbital_gap_ev": 9.03, "max_force_ev_per_a": 2.952, "total_charge": -1, "homo_ev": -5.08, "species": ["C", "O", "O", "O", "F", "F", "S", "H"], "coordinates": [[-0.12766, 0.83604, 0.53065], [0.60666, -0.56863, -1.81409], [-0.47903, -2.41170, -0.74455], [0.05511, -0.45847, 0.74342], [-0.86548, 1.51144, 1.61992], [1.05523, 1.56497, 0.63976], [0.62706, -1.51516, -0.65589], [-0.87190, 1.04151, -0.31920]], "nbo_charge": [0.79, -1.03, -1.00, -0.77, -0.44, -0.38, 1.70, 0.13]}